{"formula": "C17H32AsN4NdO4PSTe", "method": "wB97M-V/def2-TZVPD", "s2": 3.75, "spin_multiplicity": 4, "total_charge": 1, "e_tot_ev": -135828.8539, "elements": ["Nd", "Te", "As", "S", "P", "O", "O", "O", "O", "N", "N", "N", "N", "C", "C", "C", "C", "C", "C", "C", "C", "C", "C", "C", "C", "C", "C", "C", "C", "C", "H", "H", "H", "H", "H", "H", "H", "H", "H", "H", "H", "H", "H", "H", "H", "H", "H", "H", "H", "H", "H", "H", "H", "H", "H", "H", "H", "H", "H", "H", "H", "H"], "positions_angstrom": [[-0.044, -0.084, 0.146], [-3.017, 0.348, 4.064], [0.952, -2.770, -2.559], [-1.964, 1.560, -1.497], [-1.907, -1.098, 2.457], [-2.449, -0.757, 0.944], [-0.415, -1.217, 2.115], [0.231, -1.746, -1.399], [-2.506, -2.603, 2.604], [-0.062, 3.348, -0.660], [2.274, 0.228, 0.797], [-1.774, 4.112, -1.930], [0.659, 2.318, -0.212], [3.998, 1.966, 1.055], [1.933, 2.605, -0.019], [-1.277, 5.505, -2.034], [-1.457, 6.155, -0.640], [-0.981, -4.461, 3.279], [4.714, 1.151, 1.909], [-2.042, -3.487, 3.697], [-3.924, -0.765, 0.568], [2.409, 4.035, -0.095], [2.589, -3.507, -1.831], [-4.486, -2.130, 0.374], [1.483, -1.469, -3.982], [4.277, -0.096, 2.229], [3.040, -0.498, 1.663], [-1.195, 3.125, -1.266], [2.759, 1.570, 0.553], [-0.418, -4.208, -2.913], [0.064, -4.051, 3.255], [-5.465, -1.916, -0.025], [-4.316, -0.171, 1.384], [-0.229, -4.940, -3.750], [-0.301, -4.805, -1.996], [-1.780, -2.868, 4.588], [-2.733, 3.961, -2.245], [4.934, -0.861, 2.720], [-0.626, 5.832, 0.042], [5.641, 1.601, 2.194], [-1.169, -4.956, 2.338], [-2.398, 5.871, -0.168], [-3.913, -2.652, -0.402], [0.591, -0.879, -4.244], [3.536, 4.328, -0.232], [3.393, -2.820, -1.672], [1.885, 4.468, -0.991], [2.303, -0.875, -3.521], [4.522, 2.823, 0.635], [1.917, -1.952, -4.904], [2.253, -3.721, -0.798], [-0.984, -5.308, 4.052], [-4.453, -2.718, 1.261], [2.667, -1.490, 1.850], [-1.335, -3.691, -3.057], [-1.961, 5.986, -2.757], [-3.862, -0.194, -0.386], [2.985, -4.420, -2.363], [-2.918, -4.070, 3.980], [-0.254, 5.603, -2.341], [2.083, 4.505, 0.843], [-1.476, 7.252, -0.705]]}